one:
28
Properties=species:S:1:pos:R:3 method="wB97M-V/def2-TZVPD" homo_energy_ev=-10.43
Xe -0.081 -0.659 1.045
O 2.285 -0.800 3.948
H 2.102 0.114 4.167
H 2.484 -0.788 3.012
O -0.193 0.913 -2.488
H 0.480 1.410 -2.023
H -0.992 1.060 -1.981
O 2.602 -1.909 -1.160
H 3.108 -2.531 -0.637
H 3.259 -1.321 -1.533
O -2.339 1.705 -0.786
H -3.179 1.679 -1.244
H -2.184 2.635 -0.621
O -4.032 1.391 1.235
H -3.639 1.519 2.098
H -3.285 1.324 0.639
O 1.376 2.574 -1.116
H 0.884 3.307 -0.746
H 1.944 2.281 -0.404
O -0.196 -3.452 -1.822
H -0.020 -2.907 -1.054
H 0.198 -4.298 -1.610
O 3.596 -0.216 1.001
H 3.545 0.740 0.986
H 3.365 -0.483 0.112
O -3.974 -1.363 0.264
H -4.032 -0.577 0.808
H -3.085 -1.347 -0.089

two:
28
Properties=species:S:1:pos:R:3 method="wB97M-V/def2-TZVPD" homo_energy_ev=-10.99
Xe 0.063 0.142 -0.051
O -1.392 0.490 3.129
H -0.938 1.183 2.649
H -2.088 0.204 2.537
O -3.163 -0.427 1.129
H -2.830 -0.976 0.419
H -3.137 0.462 0.777
O 1.815 2.560 -2.266
H 2.191 2.408 -1.399
H 2.274 3.334 -2.594
O 1.109 0.372 -3.984
H 1.663 -0.313 -3.609
H 1.351 1.165 -3.506
O 3.071 1.598 0.071
H 3.723 1.530 0.768
H 2.418 0.932 0.287
O 1.043 -2.603 3.069
H 1.363 -1.714 3.223
H 1.693 -3.168 3.488
O -2.767 -2.484 -0.910
H -2.154 -2.855 -1.545
H -2.452 -2.796 -0.062
O -0.569 -3.221 1.037
H 0.052 -3.011 1.733
H -0.053 -3.172 0.232
O -0.914 3.807 -1.475
H 0.011 3.570 -1.552
H -1.384 2.982 -1.593

Stability, descending: two, one

one:
54
Properties=species:S:1:pos:R:3 method="wB97M-V/def2-TZVPD" smiles="Nn1cc(-c2ccccc2)nc1SCC(=O)N1CCN(S(=O)(=O)c2ccc(Cl)cc2)CC1" homo_energy_ev=-8.18
N 2.264 3.864 2.609
N 1.238 3.173 1.987
C 0.419 2.281 2.604
C -0.440 1.804 1.636
C -1.473 0.783 1.714
C -2.306 0.562 0.617
C -3.264 -0.431 0.656
C -3.404 -1.222 1.785
C -2.581 -1.009 2.878
C -1.621 -0.015 2.847
N -0.142 2.403 0.447
C 0.875 3.191 0.676
S 1.668 4.167 -0.541
C 3.320 3.333 -0.599
C 3.271 1.948 0.018
O 3.670 1.794 1.165
N 2.815 0.931 -0.729
C 2.764 -0.401 -0.154
C 1.305 -0.833 0.016
N 0.595 -0.734 -1.236
S 0.567 -2.102 -2.193
O 0.565 -1.704 -3.571
O 1.558 -3.038 -1.743
C -1.056 -2.716 -1.756
C -2.154 -2.277 -2.470
C -3.422 -2.686 -2.096
C -3.566 -3.523 -0.998
Cl -5.143 -4.020 -0.516
C -2.463 -3.965 -0.281
C -1.199 -3.556 -0.668
C 0.697 0.556 -1.875
C 2.162 1.000 -2.017
H 2.479 4.694 2.059
H 3.096 3.269 2.647
H 0.524 2.072 3.648
H -2.190 1.185 -0.254
H -3.910 -0.587 -0.195
H -4.155 -1.997 1.814
H -2.688 -1.621 3.762
H -0.981 0.142 3.702
H 3.628 3.327 -1.642
H 4.022 3.937 -0.022
H 3.265 -1.099 -0.832
H 3.278 -0.379 0.808
H 0.801 -0.198 0.750
H 1.263 -1.870 0.343
H -2.000 -1.633 -3.320
H -4.292 -2.360 -2.646
H -2.596 -4.620 0.566
H -0.320 -3.897 -0.147
H 0.245 0.468 -2.861
H 0.147 1.283 -1.265
H 2.189 2.009 -2.424
H 2.678 0.318 -2.703

two:
54
Properties=species:S:1:pos:R:3 method="wB97M-V/def2-TZVPD" smiles="O=C(NCc1n[nH]c(=S)n1-c1ccccc1Cl)c1ccc(S(=O)(=O)N2CCCCC2)cc1" homo_energy_ev=-8.08
O 2.029 0.590 -0.709
C 1.641 -0.562 -0.714
N 1.947 -1.429 -1.712
C 2.610 -0.954 -2.909
C 1.614 -0.293 -3.806
N 0.633 -0.910 -4.381
N -0.107 0.054 -4.976
C 0.402 1.297 -4.762
S -0.188 2.725 -5.293
N 1.530 1.062 -3.997
C 2.421 2.055 -3.548
C 1.970 3.058 -2.703
C 2.840 4.043 -2.275
C 4.161 4.030 -2.689
C 4.619 3.040 -3.542
C 3.747 2.057 -3.976
Cl 4.300 0.837 -5.078
C 0.836 -1.147 0.401
C -0.183 -2.070 0.179
C -0.913 -2.561 1.248
C -0.622 -2.130 2.529
S -1.590 -2.762 3.910
O -2.118 -4.035 3.515
O -0.777 -2.670 5.085
N -2.875 -1.747 4.124
C -3.964 -1.805 3.181
C -3.853 -0.727 2.100
C -3.715 0.646 2.756
C -2.502 0.654 3.684
C -2.644 -0.457 4.727
C 0.385 -1.213 2.765
C 1.108 -0.713 1.697
H 1.522 -2.340 -1.739
H 3.079 -1.796 -3.418
H 3.365 -0.226 -2.602
H -0.927 -0.169 -5.515
H 0.939 3.053 -2.388
H 2.485 4.819 -1.616
H 4.843 4.797 -2.355
H 5.643 3.029 -3.879
H -0.430 -2.388 -0.823
H -1.698 -3.288 1.110
H -3.956 -2.808 2.755
H -4.900 -1.669 3.736
H -2.979 -0.918 1.474
H -4.740 -0.759 1.467
H -3.608 1.418 1.991
H -4.616 0.865 3.333
H -1.595 0.499 3.096
H -2.419 1.615 4.193
H -1.747 -0.555 5.339
H -3.492 -0.236 5.384
H 0.596 -0.918 3.780
H 1.893 0.013 1.846

Stability, descending: two, one